No. 1
The following is a DFT calculation (the ωB97M-V functional and the def2-TZVPD basis) of a cluster of 6 separate species, C3H18O6 in total.

```
! wB97M-V def2-TZVPD RIJCOSX def2/J DEFGRID3
* xyz 0 1
O -12.28 10.96 -14.31
H -12.91 11.49 -13.80
H -11.42 11.26 -14.02
O -10.56 7.81 -10.44
H -10.30 8.18 -11.30
H -10.41 8.51 -9.80
O -10.19 8.21 -13.22
H -9.95 8.99 -13.72
H -11.06 7.94 -13.55
O -9.18 10.46 -14.65
H -9.53 10.94 -15.41
H -8.24 10.35 -14.83
O -13.16 8.24 -14.15
H -12.89 9.16 -14.33
H -13.98 8.12 -14.64
C -5.06 7.57 -15.60
C -6.08 6.77 -14.82
C -5.42 5.74 -13.92
O -6.87 7.70 -14.06
H -5.48 8.52 -15.92
H -4.72 7.00 -16.47
H -4.15 7.75 -15.02
H -6.75 6.26 -15.54
H -4.60 6.21 -13.38
H -5.02 4.91 -14.51
H -6.11 5.29 -13.20
H -7.68 7.28 -13.75
*
```

## Properties
- largest force on an atom (eV/Å) = 0.4
- structure (SMILES) = CC(C)O.O.O.O.O.O
- calculated total energy (a.u.) = -576.5401
- energy relative to the best compared isomer or geometry (same formula, charge and spin) (kcal/mol) = 2.9

***

No. 2
The following is a DFT calculation (the ωB97M-V functional and the def2-TZVPD basis) of a structure of composition C3H20BaN6O7 at a distorted geometry.

```
! wB97M-V def2-TZVPD RIJCOSX def2/J DEFGRID3
* xyz 2 1
Ba 19.56 -31.32 1.20
C 19.57 -28.32 -1.28
O 19.29 -29.13 -0.48
N 20.71 -27.81 -1.46
N 18.73 -27.89 -2.17
H 20.98 -27.21 -2.23
H 21.41 -28.04 -0.77
H 17.76 -28.18 -2.25
H 19.21 -27.30 -2.83
C 22.17 -31.26 -1.45
O 21.05 -31.57 -1.05
N 22.41 -30.30 -2.32
N 23.24 -31.85 -1.11
H 21.68 -29.61 -2.42
H 23.37 -30.02 -2.47
H 24.09 -31.54 -1.56
H 23.21 -32.62 -0.46
C 17.67 -29.04 3.49
O 18.31 -29.22 2.43
N 18.18 -29.22 4.62
N 16.47 -28.51 3.56
H 17.86 -28.92 5.53
H 19.16 -29.45 4.60
H 16.09 -28.01 2.78
H 15.97 -28.64 4.43
O 17.49 -32.05 -0.37
H 17.21 -32.96 -0.26
H 17.33 -31.87 -1.30
O 19.59 -34.26 1.21
H 19.81 -34.71 2.02
H 19.76 -34.90 0.52
O 17.99 -32.62 3.11
H 18.36 -33.12 3.84
H 17.05 -32.56 3.32
O 22.15 -30.75 1.84
H 22.75 -31.48 1.68
H 22.65 -29.97 1.58
*
```

## Properties
- largest force on an atom (eV/Å) = 7.3
- calculated total energy (a.u.) = -1006.7491

***

No. 3
The following is a DFT calculation (the ωB97M-V functional and the def2-TZVPD basis) of a cluster of 6 separate species, C3H20N2O5S in total at a distorted geometry.

```
! wB97M-V def2-TZVPD RIJCOSX def2/J DEFGRID3
* xyz 0 1
N -1.08 0.75 -0.72
C 0.03 -0.18 -0.57
C 0.21 -0.91 -1.90
S -1.21 -1.89 -2.43
C 1.22 0.54 0.02
N 1.12 0.94 1.42
H -0.87 1.67 -0.36
H -2.07 -0.90 -2.14
H -1.92 0.46 -0.23
H -0.18 -0.96 0.18
H 1.03 -1.63 -1.81
H 0.65 -0.24 -2.63
H 2.20 0.07 -0.16
H 1.49 1.43 -0.57
H 0.18 1.26 1.61
H 1.36 0.13 1.98
H -1.78 2.47 2.76
H -1.99 3.30 1.55
O -1.68 2.42 1.80
H -2.17 2.47 -2.46
H -2.24 1.89 -3.87
O -2.21 2.71 -3.38
H 1.51 -2.05 0.63
H 1.93 -2.85 -0.58
O 2.19 -2.66 0.32
H 3.71 -1.78 2.39
H 4.05 -1.53 0.94
O 4.28 -1.25 1.83
H -2.70 -0.81 2.82
H -2.47 -1.91 1.71
O -2.61 -0.97 1.88
*
```

## Properties
- largest force on an atom (eV/Å) = 2.4
- structure (SMILES) = NC[C@@H](N)CS.O.O.O.O.O
- calculated total energy (a.u.) = -1010.1638
- energy relative to the best compared isomer or geometry (same formula, charge and spin) (kcal/mol) = 0.0

***

No. 4
The following is a DFT calculation (the ωB97M-V functional and the def2-TZVPD basis) of a cluster of 7 separate species, C3H20NO8 in total at a distorted geometry.

```
! wB97M-V def2-TZVPD RIJCOSX def2/J DEFGRID3
* xyz 1 1
O 1.38 -0.76 -1.61
C 0.58 -1.63 -1.82
C -0.40 -2.05 -0.70
C -1.72 -1.32 -0.98
O -1.42 -0.33 -1.99
N 0.17 -1.71 0.62
H 0.49 -2.18 -2.75
H -0.55 -3.14 -0.73
H -2.12 -0.80 -0.10
H -2.47 -2.01 -1.39
H -2.21 -0.07 -2.47
H -0.09 -0.71 0.91
H -0.20 -2.32 1.35
H 1.24 -1.80 0.60
H -1.59 0.83 1.50
H -0.13 1.04 2.05
O -0.82 0.37 1.93
H 1.53 3.51 0.73
H 0.67 2.50 -0.06
O 1.06 2.69 0.83
H 2.35 1.14 3.21
H 1.90 1.49 1.75
O 2.27 0.79 2.32
H -2.04 2.19 -0.05
H -3.08 2.53 1.06
O -2.65 1.80 0.59
H -0.63 1.15 -1.66
H -0.18 2.52 -2.27
O -0.43 2.11 -1.43
H 2.98 -1.52 -0.49
H 3.32 -2.06 0.92
O 2.79 -2.23 0.14
*
```

## Properties
- largest force on an atom (eV/Å) = 1.5
- calculated total energy (a.u.) = -782.7715
- energy relative to the best compared isomer or geometry (same formula, charge and spin) (kcal/mol) = 0.0

***

no.,frontier orbital gap (eV)
1,10.341
2,10.099
3,9.142
4,11.102